# CO5S

The molecule CO5S (ωB97M-V/def2-TZVPD, OMol25).

Summary:
HOMO level ... -12.0 eV
Multiplicity ... 1
ΔE to the lowest compared entry with this formula, charge and spin ... 95.3 kJ/mol
LUMO ... -0.054 eV
Gap between HOMO and LUMO ... 11.90 eV

Each atom is followed by the atoms it is bonded to, with distances in Å.
Positions of all 7 atoms, in Å:
1 C -1.36365 -1.14339 0.01965  O2 1.140, O4 1.154
2 O -2.43330 -1.46734 -0.20277  C1 1.140
3 O 2.18553 0.42629 0.67559  S7 1.415
4 O -0.29551 -0.77742 0.25923  C1 1.154, S7 2.096
5 O 1.01120 0.85814 -1.43241  S7 1.418
6 O -0.12343 1.27184 0.69539  S7 1.415
7 S 1.01916 0.83188 -0.01469  O3 1.415, O4 2.096, O5 1.418, O6 1.415

These are the Löwdin partial charges, in e, on atoms 1 to 4: atom 1 (C): -0.34, atom 2 (O): 0.28, atom 3 (O): -0.21, atom 4 (O): 0.10